Record 1
Formula: C25H47Br2NO3PdSi2
Source: the OMol25 dataset
Level of theory: ωB97M-V/def2-TZVPD

```
81
Properties=species:S:1:pos:R:3:forces:R:3:lowdin_spin:R:1
O -0.9114 -0.5935 -2.1947 -0.31 -0.25 -0.92 0.001
O -3.2921 0.1983 -1.4990 -0.04 -0.06 0.07 0.001
C -0.5410 0.1937 -3.4566 -0.21 -0.63 0.87 0.000
C 0.7861 -0.3356 -3.9159 0.29 0.02 -0.33 0.000
H -0.5143 1.2376 -3.1363 0.00 -0.25 0.13 0.000
H -1.3621 0.0223 -4.1568 0.19 0.17 0.05 0.000
H 1.5520 -0.2771 -3.1337 -0.30 0.01 -0.08 0.000
H 1.1355 0.2716 -4.7580 -0.10 -0.08 0.08 0.000
H 0.7048 -1.3699 -4.2713 0.07 0.21 0.07 0.000
C -1.2939 -2.0557 -2.4244 0.42 0.94 0.15 0.000
C -2.2978 -2.2561 -3.5279 -0.26 -0.15 -0.18 0.000
H -1.6490 -2.3846 -1.4430 0.16 0.14 -0.18 0.000
H -0.3293 -2.5104 -2.6520 -0.19 -0.06 0.22 0.000
H -3.2379 -1.7131 -3.3615 0.35 -0.07 -0.01 0.000
H -2.5360 -3.3281 -3.5572 0.06 0.20 0.05 0.000
H -1.8885 -2.0077 -4.5133 -0.10 -0.02 0.20 0.000
C -3.9493 -0.3939 -0.3548 0.15 0.49 -0.10 0.000
C -3.8833 1.3762 -2.0821 0.14 -0.09 0.42 0.001
C -4.7926 -1.5830 -0.7445 -0.25 -0.21 0.01 0.000
H -4.5473 0.3784 0.1592 0.22 -0.22 -0.16 0.000
H -3.1450 -0.7096 0.3205 -0.11 0.16 -0.03 0.000
H -5.6178 -1.2972 -1.4041 0.17 -0.10 0.06 0.000
H -5.2256 -2.0227 0.1604 0.06 0.01 -0.12 0.000
H -4.1895 -2.3559 -1.2378 -0.14 0.17 0.09 0.000
C -5.1253 1.0686 -2.8913 -0.13 0.12 -0.09 0.000
H -3.1022 1.8036 -2.7216 -0.10 -0.07 0.17 0.000
H -4.0977 2.1023 -1.2780 0.11 -0.20 -0.27 0.000
H -4.9461 0.2615 -3.6127 -0.02 0.14 0.18 0.000
H -5.4051 1.9665 -3.4530 -0.04 -0.13 0.08 0.000
H -5.9684 0.8005 -2.2467 0.11 -0.01 -0.15 0.000
H -1.6379 -0.1050 -1.6829 -0.09 -0.18 -0.33 0.000
Pd 0.9801 0.1623 0.9707 -0.24 2.05 0.62 1.104
C -0.3524 1.4180 -0.0651 -0.10 0.11 -0.25 0.161
Si -0.5731 3.2012 0.5536 0.04 -0.95 -0.63 0.044
H 0.1367 1.3663 -1.0514 -0.10 0.31 0.15 0.011
H -1.2942 0.8469 -0.1189 -0.07 0.45 0.12 0.023
C -0.9086 4.2947 -0.9526 -0.04 0.19 0.01 0.012
C 0.8500 3.9863 1.4692 0.21 0.17 0.08 0.005
C -2.0789 3.2541 1.6745 -0.17 0.14 0.13 0.003
C 1.7958 -1.3228 -0.1607 0.81 -1.02 -0.60 0.253
Si 1.3587 -2.9260 0.6973 0.87 0.84 -0.91 0.053
H 2.8808 -1.0963 -0.1891 -0.43 -0.23 0.02 0.019
H 1.3981 -1.1443 -1.1710 0.04 -0.31 0.22 0.023
C 1.1799 -4.2838 -0.5999 -0.09 -0.39 0.09 0.015
C -0.2443 -2.6998 1.6408 -0.47 -0.20 0.21 0.036
C 2.7338 -3.4863 1.8418 0.05 -0.10 0.17 0.001
H -2.8224 2.5069 1.3701 0.04 0.12 0.08 0.000
H -2.5476 4.2485 1.6362 0.05 -0.23 0.09 0.000
H -1.7866 3.0544 2.7142 -0.14 0.00 -0.19 0.001
H -0.0929 4.2107 -1.6840 -0.14 0.01 0.13 0.000
H -0.9784 5.3487 -0.6464 -0.03 -0.17 -0.15 0.002
H -1.8483 4.0184 -1.4479 0.11 0.04 0.02 0.000
H 1.8242 3.6409 1.0991 -0.23 0.08 0.08 0.000
H 0.7790 3.7622 2.5418 0.13 0.01 -0.18 0.001
H 0.7895 5.0815 1.3450 0.06 -0.32 0.11 0.000
H -1.0472 -3.2787 1.1658 -0.03 0.04 0.17 0.001
H -0.5653 -1.6449 1.6770 0.08 -0.23 0.01 0.019
H -0.1290 -3.0555 2.6724 -0.17 0.04 -0.13 0.001
H 2.4915 -4.4653 2.2832 0.06 0.21 -0.06 0.000
H 2.9238 -2.7827 2.6613 -0.03 -0.10 -0.16 0.000
H 3.6659 -3.5991 1.2730 -0.15 0.02 0.09 0.000
H 1.2674 -5.2706 -0.1239 -0.10 0.07 -0.21 0.002
H 1.9826 -4.1937 -1.3440 -0.14 -0.01 0.18 0.002
H 0.2184 -4.2425 -1.1262 0.10 -0.07 0.05 0.000
Br 5.3145 3.1323 -0.1039 0.20 0.09 -0.13 0.003
C 4.9918 2.0752 1.4061 -1.62 -1.17 0.88 0.011
C 5.9452 1.8544 2.3875 0.06 -0.24 0.67 -0.002
C 5.6848 1.0892 3.5254 -0.41 0.21 -0.55 0.007
Br 7.0744 0.8167 4.7963 -0.03 0.06 -0.07 0.001
C 4.4063 0.4999 3.7350 0.12 0.34 -0.65 -0.001
C 4.0514 -0.3097 4.8356 -0.41 -0.14 -0.12 0.023
C 2.7899 -0.8624 4.9075 0.10 0.16 0.01 -0.001
C 1.8623 -0.6243 3.8802 0.74 0.65 -0.46 0.029
N 2.1938 0.1061 2.8138 -0.33 -0.65 0.95 0.022
C 3.4039 0.6923 2.7191 1.01 -0.25 0.40 0.005
C 3.6930 1.4436 1.5022 0.54 0.52 -0.87 0.004
O 2.8532 1.5132 0.5476 -0.31 -0.19 0.53 0.097
H 6.9241 2.2928 2.2581 0.10 0.02 0.08 0.000
H 4.7921 -0.4933 5.6007 -0.05 -0.04 0.07 0.001
H 2.4914 -1.4930 5.7354 0.11 0.05 0.06 -0.001
H 0.8490 -1.0251 3.9186 0.28 0.03 -0.09 0.002
```
Positions in Å, forces in eV/Å.

## Properties
⟨S²⟩	2.008
net charge	0
orbital gap (spin up / spin down)	5.5 / 6.2	eV
2S+1	3
DFT total energy	-7116.0259	a.u.

=====

Record 2
Formula: C7H17BINO5P
Source: the OMol25 dataset
Level of theory: ωB97M-V/def2-TZVPD

```
33
Properties=species:S:1:pos:R:3:forces:R:3:lowdin_charge:R:1
C 1.8943 -2.2127 0.9062 0.50 0.46 -0.56 -0.144
C 1.6329 -2.1126 -0.6050 -0.54 -0.54 0.37 -0.248
C 0.2392 -1.5910 -0.9667 1.18 -0.10 -0.39 -0.126
C 0.0853 -0.1149 -1.3120 -2.42 0.01 0.05 -0.488
N 0.6205 0.1942 -2.6280 0.85 0.12 0.30 0.114
O -1.3655 0.0051 -1.4490 0.09 0.05 0.02 -0.048
B -1.9442 0.6530 -0.2974 0.47 -0.75 0.10 -1.248
I -2.9188 2.6290 -0.9633 -0.44 0.68 -0.29 0.591
C -3.0473 -0.3017 0.3941 0.11 0.26 0.52 -0.170
O -3.4827 0.2012 1.6581 0.28 0.23 -0.14 -0.184
O -4.7993 -0.2585 1.9277 -0.65 -0.06 0.10 -0.064
O -0.8306 1.0517 0.5591 -0.08 -1.02 0.74 -0.076
C 0.2796 0.9976 -0.2593 0.82 1.74 -1.32 -0.448
P 1.8864 1.2002 0.6071 0.59 -1.31 1.22 0.931
C 1.5355 2.5030 1.8528 -0.34 0.22 -0.68 -0.259
O 2.8382 1.9669 -0.5405 -0.31 0.29 0.20 -0.325
H 1.2194 -1.5727 1.4482 -0.39 0.05 0.36 0.042
H 2.8783 -1.8190 1.1154 0.38 -0.01 0.26 0.039
H 1.8523 -3.2318 1.2686 -0.23 -0.23 0.11 0.057
H 2.4008 -1.5639 -1.1318 0.20 0.36 -0.06 0.092
H 1.6841 -3.1248 -0.9938 0.16 -0.24 -0.23 0.089
H -0.0443 -2.0940 -1.8826 -0.30 -0.03 -0.32 0.113
H -0.4856 -1.8981 -0.2300 -0.21 0.13 0.46 0.109
H 0.9686 1.1473 -2.6261 0.11 -0.02 -0.01 0.067
H -0.1890 0.2212 -3.2338 -0.08 -0.17 -0.10 0.087
H -2.5655 -1.2683 0.5860 0.05 -0.27 -0.10 0.102
H -3.9141 -0.4704 -0.2366 -0.13 0.16 -0.29 0.103
H -4.7691 -1.2143 1.7781 0.28 -0.07 0.07 0.075
H 0.2239 1.9099 -0.8895 0.19 0.08 -0.18 0.110
H 1.6350 3.4947 1.4186 -0.01 0.19 -0.11 0.038
H 0.5270 2.4047 2.2336 -0.32 -0.15 0.01 0.035
H 2.2220 2.4015 2.6759 0.36 -0.05 0.27 0.011
H 3.7326 1.8675 -0.1841 -0.17 -0.02 -0.41 0.027
```
Positions in Å, forces in eV/Å.

## Properties
relative energy (zero: lowest compared OMol25 entry of this formula, charge and spin)	0.0000	eV
net charge	-1
orbital gap	7.8	eV
2S+1	1
DFT total energy	-1371.8527	a.u.

=====

Record 3
Formula: C11H11Cl2N4O2SV
Source: the OMol25 dataset
Level of theory: ωB97M-V/def2-TZVPD

```
32
Properties=species:S:1:pos:R:3:forces:R:3:lowdin_spin:R:1
V -1.9788 1.2866 0.4608 -0.43 1.95 0.05 0.942
N 5.4337 -0.6898 -1.8161 -0.10 0.06 0.02 0.000
C 4.2273 -0.4890 -1.2275 0.16 -0.02 -0.08 0.000
C 3.5937 -1.5372 -0.5380 0.05 -0.05 -0.01 0.000
C 2.3802 -1.3382 0.0686 0.06 0.03 0.00 0.000
C 1.7781 -0.0805 -0.0016 0.31 0.15 -0.30 0.001
C 2.3812 0.9748 -0.6964 0.02 -0.22 0.08 0.000
C 3.5973 0.7687 -1.2993 0.01 0.02 -0.01 0.000
S 0.2480 0.0945 0.7108 0.06 -0.41 0.18 0.003
O 0.0588 -0.8928 1.7280 0.00 0.08 -0.06 0.000
O 0.0346 1.5255 1.0871 -0.13 -0.44 0.00 0.013
N -0.9234 0.0085 -0.4732 -0.15 -1.10 0.22 -0.005
C -2.0385 -0.8317 -0.3014 0.20 -0.32 -0.05 0.011
N -3.1838 -0.0786 -0.2727 -0.13 -1.25 -0.39 0.011
C -4.3529 -0.7516 -0.1505 0.17 0.54 -0.05 0.007
C -4.3736 -2.1070 -0.0470 0.01 -0.34 0.02 -0.001
C -3.1394 -2.7682 -0.0316 -0.04 -0.09 -0.02 0.003
N -1.9789 -2.1507 -0.1535 0.11 0.22 -0.11 0.002
H 5.8974 -1.5774 -1.7572 -0.02 0.01 0.01 0.000
H 5.9063 0.0527 -2.2978 -0.02 -0.01 0.01 0.000
H 4.0728 -2.5065 -0.4816 0.00 0.02 0.00 0.000
H 1.8963 -2.1413 0.6086 0.00 0.04 -0.02 0.000
H 1.9066 1.9450 -0.7442 -0.03 -0.01 0.01 0.000
H 4.0823 1.5777 -1.8313 0.00 -0.01 0.02 0.000
H -5.2549 -0.1550 -0.1527 0.00 0.04 0.01 0.000
H -5.3044 -2.6488 0.0273 0.02 -0.01 0.01 0.000
H -3.0972 -3.8461 0.0792 0.01 0.01 0.00 0.000
Cl -2.9050 2.2372 2.5772 0.04 0.35 0.34 0.016
C -2.3466 3.8467 2.0144 -0.03 -0.26 -0.16 -0.004
Cl -2.1347 3.6031 0.2350 -0.15 1.05 0.35 0.001
H -1.3865 4.0682 2.4619 0.07 -0.03 -0.02 0.000
H -3.0961 4.6015 2.2145 -0.08 0.01 -0.04 -0.001
```
Positions in Å, forces in eV/Å.

## Properties
relative energy (zero: lowest compared OMol25 entry of this formula, charge and spin)	0.4066	eV
⟨S²⟩	0.755
net charge	+1
orbital gap (spin up / spin down)	7.7 / 7.4	eV
2S+1	2
DFT total energy	-3057.5860	a.u.